1.
Below is 2 unconnected molecules or ions with the total composition C4H12O in a non-equilibrium geometry, with properties calculated with ωB97M-V with the def2-TZVPD basis set.

Cartesian coordinates (Å):
C (1.566, 1.792, 1.325)
C (1.227, 1.979, -0.092)
O (-0.040, 1.312, -0.391)
H (0.650, 2.082, 1.870)
H (2.351, 2.512, 1.574)
H (1.875, 0.846, 1.615)
H (1.026, 2.984, -0.557)
H (2.129, 1.485, -0.581)
H (-0.388, 0.887, 0.545)
C (-0.721, -2.267, -1.110)
C (-1.855, -1.681, -0.241)
H (-0.586, -1.709, -2.035)
H (0.140, -2.082, -0.443)
H (-0.903, -3.330, -1.338)
H (-1.794, -0.684, 0.082)
H (-1.880, -2.324, 0.599)
H (-2.795, -1.802, -0.822)

The value obtained for the molecular weight is 76.14 g mol⁻¹. As for the total charge: 0. The value obtained for the frontier orbital gap is 11.086 eV. As for the multiplicity: 1. The structure (SMILES) is CCO.CC. For the total energy, the calculation gives -6388.625 eV. As for the highest occupied orbital energy: -0.372 hartree. The energy relative to the best compared isomer or geometry (same formula, charge and spin) comes out at 1.496 eV.


2.
Below is 2 unconnected molecules or ions with the total composition C4H12O in a non-equilibrium geometry, with properties calculated with ωB97M-V with the def2-TZVPD basis set.

Cartesian coordinates (Å):
C (0.623, 0.059, -3.049)
C (0.593, -0.497, -1.634)
O (-0.336, -1.603, -1.588)
H (1.475, 0.740, -3.221)
H (-0.239, 0.690, -3.382)
H (0.699, -0.765, -3.759)
H (1.456, -1.123, -1.347)
H (0.382, 0.018, -0.696)
H (-1.204, -1.343, -1.211)
C (-1.035, 0.088, 2.219)
C (0.159, 0.820, 2.774)
H (-0.824, -0.928, 1.900)
H (-1.381, 0.583, 1.278)
H (-1.776, 0.074, 3.036)
H (0.760, 1.286, 1.980)
H (-0.121, 1.769, 3.300)
H (0.769, 0.133, 3.401)

The value obtained for the molecular weight is 76.14 g mol⁻¹. As for the total charge: 0. The value obtained for the frontier orbital gap is 11.216 eV. As for the multiplicity: 1. The structure (SMILES) is CCO.CC. For the total energy, the calculation gives -6388.986 eV. As for the highest occupied orbital energy: -0.378 hartree. The energy relative to the best compared isomer or geometry (same formula, charge and spin) comes out at 1.135 eV.


3.
Below is 2 unconnected molecules or ions with the total composition C4H12O, with properties calculated with ωB97M-V with the def2-TZVPD basis set.

Cartesian coordinates (Å):
C (-0.578, -1.348, -0.026)
C (-1.624, -1.582, -1.110)
O (-2.352, -0.399, -1.421)
H (0.090, -0.546, -0.340)
H (0.039, -2.232, 0.128)
H (-1.023, -1.124, 0.937)
H (-1.138, -1.914, -2.027)
H (-2.325, -2.342, -0.755)
H (-2.317, 0.209, -0.670)
C (1.642, 1.346, 1.687)
C (2.681, 1.847, 0.653)
H (1.554, 0.265, 1.739)
H (1.928, 1.741, 2.658)
H (0.669, 1.791, 1.454)
H (2.231, 2.463, -0.122)
H (3.185, 1.033, 0.139)
H (3.456, 2.437, 1.136)

The value obtained for the molecular weight is 76.14 g mol⁻¹. As for the total charge: 0. The value obtained for the frontier orbital gap is 11.225 eV. As for the multiplicity: 1. The structure (SMILES) is CCO.CC. For the total energy, the calculation gives -6389.563 eV. As for the highest occupied orbital energy: -0.378 hartree. The energy relative to the best compared isomer or geometry (same formula, charge and spin) comes out at 0.558 eV.


4.
Below is 2 unconnected molecules or ions with the total composition C4H12O in a non-equilibrium geometry, with properties calculated with ωB97M-V with the def2-TZVPD basis set.

Cartesian coordinates (Å):
C (-2.701, -0.350, 1.442)
C (-1.791, 0.682, 0.740)
O (-1.491, 1.786, 1.572)
H (-3.289, 0.243, 2.137)
H (-2.084, -1.083, 1.958)
H (-3.374, -0.841, 0.747)
H (-0.894, 0.217, 0.319)
H (-2.327, 1.043, -0.141)
H (-1.148, 1.410, 2.376)
C (1.631, -0.367, -1.202)
C (3.113, -0.357, -1.606)
H (1.405, 0.430, -0.506)
H (0.994, -0.398, -2.086)
H (1.404, -1.343, -0.760)
H (3.271, 0.238, -2.500)
H (3.717, 0.037, -0.781)
H (3.565, -1.346, -1.709)

The value obtained for the molecular weight is 76.14 g mol⁻¹. As for the total charge: 0. The value obtained for the frontier orbital gap is 11.320 eV. As for the multiplicity: 1. The structure (SMILES) is CCO.CC. For the total energy, the calculation gives -6389.432 eV. As for the highest occupied orbital energy: -0.381 hartree. The energy relative to the best compared isomer or geometry (same formula, charge and spin) comes out at 0.690 eV.


5.
Below is 2 unconnected molecules or ions with the total composition C4H12O in a non-equilibrium geometry, with properties calculated with ωB97M-V with the def2-TZVPD basis set.

Cartesian coordinates (Å):
C (-0.379, -1.034, 1.355)
C (-0.591, -1.965, 0.166)
C (0.947, -0.273, 1.260)
H (-1.168, -0.301, 1.517)
H (-0.270, -1.638, 2.249)
H (0.364, -2.368, -0.167)
H (-0.960, -1.427, -0.714)
H (1.396, -0.162, 2.256)
H (1.723, -0.902, 0.795)
H (-1.204, -2.839, 0.360)
H (0.929, 0.718, 0.822)
C (0.171, 2.000, -1.509)
O (-0.627, 2.505, -2.476)
H (-1.567, 2.201, -2.374)
H (1.187, 1.797, -1.885)
H (0.286, 2.620, -0.573)
H (-0.237, 1.068, -1.083)

The value obtained for the molecular weight is 76.14 g mol⁻¹. As for the total charge: +1. The value obtained for the frontier orbital gap (alpha / beta) is 10.229 / 3.770 eV. As for the multiplicity: 2. For the total energy, the calculation gives -6378.573 eV. As for the highest occupied orbital energy (alpha / beta): -0.542 / -0.541 hartree. The energy relative to the best compared isomer or geometry (same formula, charge and spin) comes out at 0.880 eV.


6.
Below is 3 unconnected molecules or ions with the total composition C4H12O2 in a non-equilibrium geometry, with properties calculated with ωB97M-V with the def2-TZVPD basis set.

Cartesian coordinates (Å):
C (-0.384, -0.672, 2.021)
C (-0.253, -0.301, 0.568)
C (-0.153, 0.951, 0.154)
C (0.282, 1.451, -1.213)
H (-0.988, -1.548, 2.275)
H (0.581, -0.867, 2.482)
H (-0.790, 0.047, 2.743)
H (-0.107, -1.149, -0.086)
H (-0.360, 1.718, 0.910)
H (1.070, 0.765, -1.547)
H (0.697, 2.456, -1.141)
H (-0.570, 1.336, -1.906)
O (-2.428, 0.166, -1.473)
H (-2.694, -0.725, -1.702)
H (-2.467, 0.192, -0.519)
O (2.896, -0.927, -0.668)
H (2.188, -1.541, -0.858)
H (3.482, -1.352, -0.040)

The value obtained for the molecular weight is 92.14 g mol⁻¹. As for the total charge: 0. The value obtained for the frontier orbital gap is 9.799 eV. As for the multiplicity: 1. The structure (SMILES) is C/C=C/C.O.O. For the total energy, the calculation gives -8436.540 eV. As for the highest occupied orbital energy: -0.332 hartree. The energy relative to the best compared isomer or geometry (same formula, charge and spin) comes out at 0.974 eV.


7.
Below is 3 unconnected molecules or ions with the total composition C4H12O2 in a non-equilibrium geometry, with properties calculated with ωB97M-V with the def2-TZVPD basis set.

Cartesian coordinates (Å):
C (-1.599, -0.343, -0.423)
C (-0.300, -0.101, -0.553)
C (0.576, -0.050, 0.660)
C (0.288, 0.504, -1.816)
H (-2.305, -0.472, -1.222)
H (-2.010, -0.634, 0.534)
H (1.034, -0.998, 0.959)
H (-0.013, 0.181, 1.552)
H (1.398, 0.661, 0.581)
H (-0.351, 1.351, -2.016)
H (0.346, -0.006, -2.778)
H (1.298, 0.842, -1.596)
O (5.660, 2.202, 1.582)
H (5.137, 1.603, 1.035)
H (5.006, 2.431, 2.249)
O (-4.535, -2.501, 0.109)
H (-4.158, -2.365, 0.982)
H (-5.472, -2.307, 0.159)

The value obtained for the molecular weight is 92.14 g mol⁻¹. As for the total charge: 0. The value obtained for the frontier orbital gap is 9.740 eV. As for the multiplicity: 1. The structure (SMILES) is C=C(C)C.O.O. For the total energy, the calculation gives -8436.459 eV. As for the highest occupied orbital energy: -0.337 hartree. The energy relative to the best compared isomer or geometry (same formula, charge and spin) comes out at 1.055 eV.


8.
Below is 3 unconnected molecules or ions with the total composition C4H12O3 in a non-equilibrium geometry, with properties calculated with ωB97M-V with the def2-TZVPD basis set.

Cartesian coordinates (Å):
C (0.032, -1.357, -0.245)
C (-1.416, -0.880, -0.237)
C (-1.746, -0.187, -1.572)
C (-2.361, -2.054, 0.004)
O (0.998, -0.569, -0.617)
H (0.184, -2.339, 0.230)
H (-1.527, -0.145, 0.579)
H (-2.835, -0.039, -1.648)
H (-1.199, 0.742, -1.684)
H (-1.455, -0.857, -2.383)
H (-3.402, -1.707, -0.012)
H (-2.224, -2.830, -0.745)
H (-2.169, -2.469, 0.990)
H (1.782, 4.411, 0.526)
H (2.761, 3.385, 0.009)
O (2.623, 4.342, 0.061)
H (1.217, -0.150, 1.257)
H (2.307, -0.516, 2.256)
O (1.459, -0.067, 2.210)

The value obtained for the molecular weight is 108.14 g mol⁻¹. As for the total charge: -1. The value obtained for the frontier orbital gap (alpha / beta) is 4.015 / 7.354 eV. As for the multiplicity: 2. For the total energy, the calculation gives -10484.456 eV. As for the highest occupied orbital energy (alpha / beta): -0.010 / -0.135 hartree. The energy relative to the best compared isomer or geometry (same formula, charge and spin) comes out at 0.045 eV.


9.
Below is 2 unconnected molecules or ions with the total composition C4H12O3 in a non-equilibrium geometry, with properties calculated with ωB97M-V with the def2-TZVPD basis set.

Cartesian coordinates (Å):
O (-0.204, -2.092, -0.648)
C (-0.628, -0.774, -0.684)
C (-0.350, -0.032, 0.615)
C (0.033, 1.427, 0.405)
C (-1.299, 2.168, 0.382)
O (-1.073, 3.551, 0.085)
H (-0.948, -2.697, -0.708)
H (-1.741, -0.819, -0.609)
H (-0.139, -0.244, -1.561)
H (-1.108, -0.065, 1.331)
H (0.301, -0.702, 0.986)
H (0.540, 1.802, 1.282)
H (0.664, 1.718, -0.425)
H (-2.071, 1.850, -0.353)
H (-1.756, 1.947, 1.400)
H (-1.521, 3.998, 0.800)
O (3.872, -3.977, -0.964)
H (3.267, -3.998, -0.139)
H (4.162, -3.062, -1.195)

The value obtained for the molecular weight is 108.14 g mol⁻¹. As for the total charge: 0. The value obtained for the frontier orbital gap is 11.008 eV. As for the multiplicity: 1. The structure (SMILES) is OCCCCO.O. For the total energy, the calculation gives -10483.190 eV. As for the highest occupied orbital energy: -0.378 hartree. The energy relative to the best compared isomer or geometry (same formula, charge and spin) comes out at 1.949 eV.


10.
Below is 4 unconnected molecules or ions with the total composition C4H12O3 in a non-equilibrium geometry, with properties calculated with ωB97M-V with the def2-TZVPD basis set.

Cartesian coordinates (Å):
C (-0.447, 0.741, 1.582)
C (0.653, 0.011, 1.359)
C (0.463, -1.383, 0.868)
C (-0.610, -1.677, 0.153)
H (-1.453, 0.423, 1.328)
H (-0.412, 1.557, 2.307)
H (1.584, 0.311, 1.822)
H (1.221, -2.126, 1.113)
H (-1.030, -2.670, 0.029)
H (-1.177, -0.850, -0.278)
O (2.411, -0.102, -0.641)
H (2.755, -0.957, -0.942)
H (3.038, 0.143, 0.045)
O (-0.123, 1.629, -1.680)
H (0.471, 1.447, -0.952)
H (0.417, 2.032, -2.359)
O (-2.494, 0.809, -1.065)
H (-3.332, 0.326, -1.001)
H (-1.936, 0.335, -1.689)

The value obtained for the molecular weight is 108.14 g mol⁻¹. As for the total charge: 0. The value obtained for the frontier orbital gap is 9.113 eV. As for the multiplicity: 1. The structure (SMILES) is C=CC=C.O.O.O. For the total energy, the calculation gives -10482.932 eV. As for the highest occupied orbital energy: -0.313 hartree. The energy relative to the best compared isomer or geometry (same formula, charge and spin) comes out at 2.207 eV.